Record 1
12
Properties=species:S:1:pos:R:3:lowdin_charge:R:1 method="wB97M-V/def2-TZVPD" homo_energy_ev=-13.392 total_charge=+1 total_energy_ha=-503.90939 relative_energy_kcal_mol=91.98
I -2.98 -0.06 -0.06 0.56
H -0.81 1.05 1.77 0.20
H 0.60 0.30 -0.69 0.11
H 0.03 -1.71 -1.18 0.16
H -0.10 -1.62 1.38 0.17
H 1.39 -1.52 -0.30 0.14
N 0.54 -1.03 -0.56 0.07
N -0.11 1.19 -0.30 0.03
C -0.71 0.30 0.73 -0.63
H -0.74 1.31 -1.08 0.07
H 0.24 2.21 -0.10 0.21
N 0.01 -0.82 0.76 -0.09

***

Record 2
38
Properties=species:S:1:pos:R:3:lowdin_charge:R:1 method="wB97M-V/def2-TZVPD" homo_energy_ev="-15.994 / -15.964" total_charge=+2 multiplicity=6 total_energy_ha=-2358.22462
H 0.01 -4.63 2.80 0.14
C -3.20 -0.42 -1.73 0.01
N 0.29 4.34 -1.41 -0.47
H -0.35 -0.06 3.30 0.11
H -2.58 -1.98 -0.26 0.13
H 4.13 -1.25 -1.91 0.13
Mn 0.15 2.00 -1.37 1.11
H 3.02 1.13 -2.70 0.14
H 0.19 -1.91 3.00 0.14
N 1.26 -0.49 -0.56 0.03
N -0.04 0.62 1.31 0.03
O 0.35 5.39 -0.90 0.25
C 3.20 -0.81 -1.59 0.01
C 0.03 2.75 1.74 -0.06
C -2.40 -1.07 -0.80 -0.02
O -0.81 3.71 -1.70 -0.04
N -1.26 -0.37 -0.64 0.03
N -0.08 -1.98 0.91 0.08
C 0.03 -2.48 2.10 0.05
N -0.24 -3.02 -0.06 0.17
C -0.07 -3.92 1.99 0.16
H 0.10 3.80 1.54 0.13
H -4.17 -0.73 -2.07 0.13
C 2.65 0.39 -2.00 -0.04
H -0.34 -5.08 0.08 0.15
C -0.23 -4.14 0.60 -0.05
N 0.09 1.86 0.75 -0.01
H 2.35 -2.25 -0.12 0.13
C 2.30 -1.33 -0.69 -0.02
H -0.24 2.54 3.94 0.12
C -0.19 0.77 2.64 -0.03
O 1.31 3.58 -1.68 -0.04
C -0.15 2.10 2.96 0.00
N 1.48 0.58 -1.38 -0.06
N -1.32 0.72 -1.45 -0.06
H -2.73 1.48 -2.80 0.14
B -0.04 -0.54 0.29 -0.59
C -2.48 0.70 -2.11 -0.05

***

Record 3
13
Properties=species:S:1:pos:R:3:lowdin_charge:R:1 method="wB97M-V/def2-TZVPD" homo_energy_ev=-8.961 smiles="CC=O.CS" total_energy_ha=-592.49720 relative_energy_kcal_mol=13.08
H -1.71 1.06 -0.91 0.08
C -2.15 0.31 -0.26 -0.05
H 2.19 -1.30 1.19 -0.14
H -2.66 -0.46 -0.85 0.08
C 1.94 0.28 -0.61 -0.46
H 1.44 -0.62 -0.94 0.02
S 2.36 0.05 1.18 0.59
H 1.29 1.15 -0.70 0.01
H 2.86 0.40 -1.16 0.01
O -0.70 -1.45 0.54 0.02
H -2.93 0.71 0.38 0.08
C -1.15 -0.34 0.63 -0.36
H -0.79 0.21 1.51 0.10

***

Record 4
9
Properties=species:S:1:pos:R:3:lowdin_charge:R:1 method="wB97M-V/def2-TZVPD" homo_energy_ev=-9.593 smiles="NONC=O" total_energy_ha=-300.32962 relative_energy_kcal_mol=99.17
N 0.93 -0.30 0.17 -0.01
N -0.31 1.35 -0.85 0.00
O -0.40 -1.07 1.84 0.03
H -0.30 -2.56 0.29 0.19
C 0.02 -1.38 0.76 -0.26
H 1.08 -0.46 -0.78 0.07
O 0.38 0.96 0.31 -0.23
H -1.34 1.10 -0.75 0.11
H -0.06 2.37 -0.99 0.11

***

Record 5
68
Properties=species:S:1:pos:R:3:lowdin_charge:R:1 method="wB97M-V/def2-TZVPD" homo_energy_ev=-4.886 total_charge=-1 total_energy_ha=-3892.89425 relative_energy_kcal_mol=0.00
S -0.95 1.75 -0.38 0.65
N -1.53 -0.38 -1.94 -0.08
C 2.73 1.88 1.61 -0.05
C 1.42 -4.05 -1.72 -0.06
O 2.23 -0.63 -0.78 -0.13
H -2.36 2.50 -8.12 0.09
H 2.62 -1.90 1.98 0.10
H -4.95 0.33 -3.32 0.07
N -0.33 -0.87 -1.46 0.00
H -1.36 1.04 -4.21 0.11
H 4.55 -0.69 4.70 0.12
C 2.29 -1.93 -0.92 -0.34
O 0.43 -0.03 1.90 -0.10
C 5.10 1.96 1.87 -0.11
H 2.69 -2.12 7.47 0.06
N 3.79 -0.71 4.04 0.10
C 2.72 -2.45 5.33 -0.17
C 0.02 -2.00 -1.97 -0.23
H -0.43 -3.56 -3.41 0.06
H 1.83 2.32 1.21 0.10
H 6.07 2.38 1.62 0.09
H 4.00 3.28 0.57 0.10
H 0.63 -4.63 -2.18 0.09
C 3.55 -4.00 -0.63 -0.09
H -0.66 1.99 -6.39 0.10
H -4.75 2.05 -7.67 0.10
H -5.44 1.11 -5.49 0.11
H 1.28 -5.33 6.51 0.07
C 1.45 -4.17 4.20 -0.06
C -0.87 -2.65 -3.00 -0.03
H -1.84 -2.88 -2.56 0.09
C -2.10 1.26 -4.97 -0.05
H 1.24 -3.93 2.07 0.11
C 5.02 0.91 2.77 -0.04
Ni 0.71 0.19 -0.06 0.36
C 1.26 -2.67 -1.55 -0.10
H 2.62 -5.79 -1.39 0.09
C 1.24 0.31 2.86 -0.60
C -3.45 1.01 -4.70 -0.29
S -3.40 1.47 -1.95 0.88
C 1.71 -4.34 6.69 -0.06
C 2.96 -1.84 4.09 -0.21
H 0.99 -3.77 7.30 0.08
C 3.79 0.32 3.09 -0.19
C 1.67 -3.53 2.98 -0.06
H -1.04 -1.94 -3.81 0.08
C 2.43 -2.38 2.93 -0.02
H 4.42 -4.51 -0.24 0.10
C 3.44 -2.63 -0.48 -0.03
C 2.62 0.82 2.50 -0.08
H 0.86 -5.08 4.24 0.10
C 2.53 -4.72 -1.26 -0.11
C -4.39 1.30 -5.68 -0.06
H 3.12 -0.71 6.50 0.08
H 4.30 -2.01 6.76 0.08
C -3.87 0.44 -3.37 -0.42
H -3.40 -0.52 -3.18 0.06
H 4.22 -2.04 0.00 0.12
C -1.71 1.79 -6.20 -0.08
C -1.85 0.76 -1.46 -1.11
H 2.62 -4.46 7.28 0.07
H 5.92 0.52 3.23 0.10
C 3.24 -1.79 6.58 -0.04
O 0.97 0.27 4.06 0.05
C 1.98 -3.64 5.38 -0.24
C 3.95 2.46 1.28 -0.09
C -4.00 1.83 -6.91 -0.10
C -2.66 2.08 -7.17 -0.11

***

Record 6
9
Properties=species:S:1:pos:R:3:lowdin_charge:R:1 method="wB97M-V/def2-TZVPD" homo_energy_ev=-15.299 total_charge=+1 smiles="N=[N+](N)N" total_energy_ha=-221.59037 relative_energy_kcal_mol=53.90
H 0.13 1.78 -0.13 0.09
N -0.41 -1.27 0.05 0.16
N -0.49 1.10 0.01 0.21
N 1.59 -0.04 0.06 0.21
H -1.50 1.17 -0.24 0.19
H -1.49 -1.36 -0.05 0.19
H 1.92 0.86 0.22 0.03
H 0.12 -2.18 0.11 0.19
N 0.14 -0.04 -0.03 -0.26

***

Record 7
7
Properties=species:S:1:pos:R:3:lowdin_charge:R:1 method="wB97M-V/def2-TZVPD" homo_energy_ev=-8.805 smiles=C1CS1 total_energy_ha=-476.74960 relative_energy_kcal_mol=7.24
C -0.15 -0.76 -0.04 -0.42
H -0.24 1.32 -0.91 0.10
H -0.29 -1.19 0.94 0.06
H -0.61 -1.15 -0.89 0.05
S 1.55 -0.10 -0.02 0.77
C 0.03 0.71 0.02 -0.59
H -0.28 1.17 0.90 0.04

***

Record 8
22
Properties=species:S:1:pos:R:3:lowdin_charge:R:1 method="wB97M-V/def2-TZVPD" homo_energy_ev=-9.370 smiles="C=C(C)C(C)(C)CO" total_energy_ha=-350.32118 relative_energy_kcal_mol=24.02
H -0.32 2.15 -2.34 0.06
H -1.29 -1.52 1.47 0.08
H 0.82 1.58 1.45 0.12
H -0.30 0.99 3.44 0.09
O -0.05 0.31 2.79 -0.08
C -1.24 -1.09 0.46 -0.04
C -0.02 0.51 -1.04 -0.29
C 1.28 -1.01 0.53 -0.05
H 1.42 -0.36 -2.46 0.08
C 0.34 -0.43 -2.26 -0.05
C -0.06 0.93 1.51 -0.20
H -0.21 -0.11 -3.15 0.07
C -0.34 1.78 -1.32 0.04
H -1.21 -1.92 -0.25 0.08
H 1.32 -1.87 -0.14 0.08
H 2.18 -0.41 0.35 0.09
H -2.16 -0.53 0.28 0.09
H -0.96 1.54 1.44 0.11
C 0.00 -0.18 0.32 -0.48
H 1.33 -1.40 1.55 0.08
H 0.08 -1.47 -2.09 0.06
H -0.62 2.50 -0.56 0.05

***

Record 9
149
Properties=species:S:1:pos:R:3:lowdin_charge:R:1 method="wB97M-V/def2-TZVPD" homo_energy_ev=-10.131 smiles="CCOP(=O)(OCC)OCC.CCOP(=O)(OCC)OCC.CCOP(=O)(OCC)OCC.CCOP(=O)(OCC)OCC.O=S1(=O)CCCC1.O=S1(=O)CCCC1.O=S1(=O)CCCC1" total_energy_ha=-5637.56880 relative_energy_kcal_mol=91.82
O 10.02 -16.51 6.69 -0.22
H 6.54 -11.86 -6.69 0.07
H 13.91 -16.14 3.70 0.08
H -0.97 -10.90 3.48 0.07
H -2.32 1.22 -2.15 0.13
H -1.63 -0.17 -1.21 0.11
H -1.78 -8.79 9.50 0.07
H 13.56 -14.35 6.27 0.12
C 6.53 -12.61 -5.90 -0.06
H 12.50 -10.95 -1.62 0.10
H 2.25 -11.73 9.76 0.11
H 5.46 -9.48 -4.82 0.11
H 12.04 -8.61 7.16 0.12
O 6.13 -7.68 0.39 -0.33
O 0.17 -11.40 6.04 -0.21
H 1.14 -3.51 -1.66 0.08
H 2.11 -2.57 -2.78 0.08
H 12.55 -8.12 -3.96 0.11
O 0.37 1.69 -0.74 -0.24
O 1.82 -0.20 -1.93 -0.20
H 8.73 -17.38 8.05 0.13
H 3.32 1.85 -2.05 0.11
C 12.91 -9.02 9.01 -0.24
H 0.71 -1.22 -0.45 0.12
H -1.91 -1.52 -3.36 0.07
O 0.25 -13.61 7.37 -0.21
H -0.33 -11.91 -4.72 0.08
H 2.33 4.57 -3.06 0.08
C -1.58 -10.67 4.35 -0.06
C 7.66 -16.41 6.44 -0.09
C 1.52 -1.33 -1.17 -0.30
H 9.97 -15.12 10.26 0.07
H 3.37 2.32 -3.78 0.12
H 15.25 -10.12 7.42 0.10
H 10.55 -7.61 -1.81 0.09
C 2.76 3.86 -2.35 -0.08
O 12.08 -15.61 5.67 -0.19
C 12.93 -9.12 7.51 -0.23
H 12.74 -15.64 8.97 0.12
H 4.24 -8.18 -4.56 0.12
S 14.63 -9.33 9.52 0.75
H 15.08 -15.14 4.42 0.07
C 5.35 -12.35 -4.95 -0.26
C 4.22 -11.36 8.79 -0.06
H 3.84 -8.59 1.05 0.11
O 3.05 -11.01 -3.64 -0.25
C -1.10 -11.68 5.43 -0.26
H 0.87 -9.48 -6.06 0.11
C -1.33 -9.74 9.80 -0.07
C 0.61 -10.54 -6.00 -0.27
H 12.91 -10.15 7.15 0.12
H 5.65 -9.69 4.19 0.12
C 4.41 -8.96 1.91 -0.25
H 6.67 -16.19 6.84 0.08
O 4.16 -12.11 -5.73 -0.20
H 11.79 -6.42 -2.08 0.10
O -0.55 0.46 -2.87 -0.16
C 6.83 -8.34 2.95 -0.20
C 11.52 -9.81 -3.16 -0.23
C 11.65 -15.63 8.91 -0.29
H 8.70 -15.55 8.03 0.11
H 6.47 -13.61 -6.32 0.08
H 4.26 -10.28 8.68 0.08
H -1.46 -9.61 4.59 0.07
O 1.74 -11.42 -5.99 -0.19
O -0.31 -11.44 8.55 -0.22
H 5.48 -11.52 -4.26 0.09
H 4.39 -7.15 3.09 0.12
H 10.98 -7.99 -4.34 0.11
C 1.26 -2.52 -2.10 -0.07
C 8.77 -16.47 7.45 -0.26
H 13.60 -10.11 -2.71 0.10
C 12.63 -10.05 -2.21 -0.22
H 2.13 3.99 -1.47 0.08
C 2.83 -11.99 8.88 -0.30
H 6.01 -8.54 -6.94 0.08
C 5.29 -8.02 -6.31 -0.08
O 2.16 -11.69 7.67 -0.21
P 3.12 -11.03 -5.13 0.54
H 11.54 -14.31 10.62 0.08
H 5.99 -8.11 4.89 0.11
H 14.52 -16.45 5.34 0.08
H 11.34 -16.00 10.95 0.07
H 7.66 -9.03 3.08 0.09
P 0.58 -12.21 7.40 0.50
C 13.12 -14.80 5.37 -0.31
H -0.75 -9.58 10.70 0.07
C -2.54 -0.71 -2.99 -0.07
H 0.37 -2.28 -2.68 0.06
H 10.56 -10.03 -2.69 0.12
O 9.94 -13.98 5.80 -0.24
C 11.05 -15.21 10.25 -0.06
H -2.14 -10.45 9.93 0.08
O 15.05 -8.24 10.42 -0.36
H -2.57 -10.87 3.92 0.07
C 4.42 -8.24 3.21 -0.24
O 3.55 -9.58 -5.78 -0.20
H 7.24 -7.33 3.00 0.10
H 5.81 -7.24 -5.77 0.08
C -1.74 0.30 -2.18 -0.33
H 4.19 -10.02 1.96 0.11
H 5.06 -13.24 -4.39 0.12
O 14.79 -10.78 9.88 -0.37
H 3.52 -8.56 3.74 0.12
H 14.51 -8.53 6.01 0.12
H -0.01 -10.71 -6.88 0.12
C 15.25 -9.09 7.80 -0.24
H 14.15 -7.33 7.35 0.12
H 7.78 -15.67 5.65 0.08
H -1.09 -10.41 -4.56 0.08
P 10.77 -15.06 6.42 0.53
S 12.63 -8.55 -1.07 0.76
C 14.19 -8.37 7.04 -0.21
O 1.54 1.95 -3.09 -0.19
C 5.68 -8.63 3.98 -0.19
H 11.59 -10.34 -4.11 0.12
P 0.71 1.02 -2.04 0.54
O 6.58 -10.09 0.87 -0.34
C 14.16 -15.68 4.65 -0.06
C 2.84 2.43 -2.83 -0.29
H -1.07 -9.75 7.68 0.10
H 12.70 -7.98 9.27 0.11
C 11.55 -7.48 -2.22 -0.19
C -0.10 -10.84 -4.72 -0.09
H 12.25 -9.72 9.51 0.11
H 12.64 -14.09 4.70 0.12
S 6.08 -8.78 1.31 0.67
H -2.91 -0.10 -3.81 0.08
H 2.81 -13.08 8.86 0.12
H 3.76 4.17 -2.04 0.08
H 16.25 -8.66 7.85 0.11
H -1.02 -12.68 5.00 0.11
H 0.57 -10.73 -3.86 0.06
O 11.86 -8.93 0.16 -0.37
H 7.58 -17.37 5.93 0.08
H 4.64 -11.83 7.90 0.08
H -3.43 -1.09 -2.49 0.08
C -0.46 -10.01 8.55 -0.25
H -1.84 -11.82 6.22 0.11
O 13.95 -7.91 -0.96 -0.36
C 11.58 -8.29 -3.49 -0.25
H 0.46 -9.42 8.56 0.12
O 11.30 -14.66 7.94 -0.21
H 2.50 -1.57 -0.76 0.12
C 4.68 -8.87 -5.28 -0.30
H 7.53 -12.50 -5.48 0.07
H 4.80 -11.70 9.65 0.08
H 4.54 -7.53 -6.94 0.09
H 11.39 -16.64 8.59 0.11

***

Record 10
14
Properties=species:S:1:pos:R:3:lowdin_charge:R:1 method="wB97M-V/def2-TZVPD" homo_energy_ev=-14.510 total_charge=+1 total_energy_ha=-337.11464 relative_energy_kcal_mol=118.99
H -0.77 0.82 1.70 0.28
C 0.63 1.58 -0.92 -0.06
N 1.43 2.07 0.02 0.10
N 1.95 1.10 0.93 0.08
C 0.03 -0.15 0.54 -0.35
H -0.12 -1.99 -0.42 0.05
N -0.10 0.51 -0.72 0.12
H 0.56 -1.92 1.33 0.13
H -1.25 -1.85 0.94 0.08
H 1.91 2.96 0.03 0.16
C -0.27 -1.67 0.54 0.00
H -0.50 0.13 -1.56 0.17
H 0.50 2.02 -2.00 0.20
N 1.27 0.14 1.17 0.02

***

Record 11
63
Properties=species:S:1:pos:R:3:lowdin_charge:R:1 method="wB97M-V/def2-TZVPD" homo_energy_ev="0.540 / 0.475" total_charge=-2 multiplicity=5 total_energy_ha=-2761.15826 relative_energy_kcal_mol=0.00
H -0.78 -2.97 -0.99 0.07
H -0.52 -4.60 -0.38 0.05
H 0.45 -2.29 -3.25 0.05
C 0.71 3.65 -2.09 -0.22
H -1.61 1.55 0.88 0.09
H 0.97 -1.45 2.62 0.08
H 2.96 -2.15 1.54 0.06
H 3.48 -3.93 -3.67 0.06
C -0.75 4.38 -0.44 -0.24
C 0.63 4.35 -0.84 -0.26
H -2.59 3.62 -1.47 0.05
N 1.46 -1.55 -0.51 -0.36
C 4.11 -3.58 -2.84 -0.11
C 0.62 1.53 1.06 -0.22
C -0.50 -3.99 -1.28 -0.09
C 0.72 -3.35 -3.34 -0.10
H 0.90 2.57 0.88 0.08
C 1.32 -5.47 -2.23 -0.11
C -1.51 3.70 -1.43 -0.23
H 1.25 -6.13 -1.37 0.05
H 0.74 -3.84 1.41 0.08
H 2.56 0.55 1.76 0.08
Cl -0.68 0.30 -2.30 -0.02
H -1.54 -0.95 1.95 0.08
H 1.01 -5.47 0.67 0.06
C 2.70 -4.06 0.48 -0.59
P 2.09 -3.02 -0.96 0.88
H 3.96 -0.82 -3.28 0.07
C 0.88 -4.02 -1.97 -0.62
H 5.20 -2.77 -0.64 0.05
H -0.08 -3.88 -3.87 0.08
Cr 0.51 0.00 -0.37 0.22
H 3.43 -3.63 2.48 0.07
H 1.61 -3.50 -3.95 0.05
H 2.52 -1.67 -3.80 0.06
H 5.00 -3.15 -3.32 0.07
H 5.40 -1.49 -1.74 0.08
H -1.15 4.92 0.41 0.04
C -0.70 -0.33 1.65 -0.20
C -0.61 3.26 -2.45 -0.30
C 0.65 -0.60 2.02 -0.21
H -1.23 -4.43 -1.98 0.08
H 1.59 3.54 -2.70 0.05
H 4.30 -1.22 -0.32 0.09
H 4.51 -3.08 1.26 0.06
H -0.90 2.73 -3.36 0.02
H 3.25 -5.98 -0.60 0.06
H 3.93 -5.77 1.00 0.07
H 1.81 -5.07 2.18 0.08
C -0.73 0.98 1.06 -0.25
H 0.60 -5.89 -2.94 0.07
C 1.48 -4.64 1.22 -0.11
C 3.51 -2.46 -1.99 -0.62
H 2.33 -5.56 -2.65 0.06
H 4.64 -4.88 -0.29 0.05
C 3.05 -1.31 -2.91 -0.09
C 3.66 -5.22 0.08 -0.10
H 2.48 -0.54 -2.37 0.06
C 4.64 -1.95 -1.08 -0.10
C 3.44 -3.14 1.49 -0.10
H 1.44 4.88 -0.35 0.04
C 1.47 0.52 1.63 -0.22
H 4.48 -4.43 -2.27 0.05

***

Record 12
54
Properties=species:S:1:pos:R:3:lowdin_charge:R:1 method="wB97M-V/def2-TZVPD" homo_energy_ev=-13.353 total_charge=+1 total_energy_ha=-1692.32784
H -2.45 -0.12 2.92 0.14
F 1.50 0.23 -6.41 0.17
H 2.88 -3.28 -3.88 0.13
O 3.21 0.38 -3.48 0.16
C -1.49 0.27 2.62 -0.07
H -2.81 -4.87 0.69 0.12
C 3.28 4.08 1.17 -0.05
O 2.58 -1.44 -4.66 0.04
H -0.58 -0.76 4.20 0.15
H -3.01 -4.13 2.29 0.11
H 3.44 5.10 0.81 0.09
H -1.30 1.26 0.76 0.15
F 3.65 0.34 -6.64 0.18
C 2.78 -2.27 -3.50 -0.19
H -5.08 -3.04 0.58 0.07
C -1.08 4.84 0.95 -0.56
C 2.85 -0.15 -4.49 -0.40
C -0.43 -0.60 0.53 -0.03
H -2.87 -1.94 1.35 0.11
H 2.93 3.48 0.33 0.08
C -0.43 -0.68 3.12 -0.16
H 2.08 3.06 2.67 0.12
O 0.28 2.84 0.93 0.12
H 1.52 -1.15 -2.16 0.06
H 0.67 -2.41 -3.06 0.09
O -0.65 -1.96 2.55 -0.03
H 1.73 -2.86 -1.71 0.08
H -1.37 1.27 3.02 0.14
H 0.51 -0.07 0.65 0.14
F -1.81 4.22 0.03 0.17
H 4.23 3.67 1.50 0.09
H 0.63 -2.35 1.01 0.17
C 1.60 -2.17 -2.55 -0.07
C 2.29 4.07 2.31 -0.17
O 1.05 4.71 1.93 0.06
H 2.66 4.65 3.15 0.13
H -5.13 -4.81 0.44 0.08
C 2.64 0.60 -5.82 -0.56
H -0.60 -0.66 -0.55 0.15
F 2.59 1.91 -5.60 0.18
C -3.25 -4.03 1.23 -0.20
C -2.61 -2.77 0.68 -0.21
C -0.39 -1.99 1.16 -0.36
O -1.19 -2.92 0.54 -0.04
C -4.78 -3.98 1.05 -0.08
H -3.04 -2.57 -0.30 0.13
H 3.71 -2.00 -3.01 0.13
N -1.49 0.31 1.11 0.09
C 0.18 4.00 1.26 -0.39
F -0.77 6.05 0.52 0.20
F -1.81 4.94 2.07 0.18
H -2.40 0.05 0.73 0.17
H 0.59 -0.33 2.95 0.14
H -5.27 -4.00 2.02 0.07

***

Please write out number 11 again, unchanged.
63
Properties=species:S:1:pos:R:3:lowdin_charge:R:1 method="wB97M-V/def2-TZVPD" homo_energy_ev="0.540 / 0.475" total_charge=-2 multiplicity=5 total_energy_ha=-2761.15826 relative_energy_kcal_mol=0.00
H -0.78 -2.97 -0.99 0.07
H -0.52 -4.60 -0.38 0.05
H 0.45 -2.29 -3.25 0.05
C 0.71 3.65 -2.09 -0.22
H -1.61 1.55 0.88 0.09
H 0.97 -1.45 2.62 0.08
H 2.96 -2.15 1.54 0.06
H 3.48 -3.93 -3.67 0.06
C -0.75 4.38 -0.44 -0.24
C 0.63 4.35 -0.84 -0.26
H -2.59 3.62 -1.47 0.05
N 1.46 -1.55 -0.51 -0.36
C 4.11 -3.58 -2.84 -0.11
C 0.62 1.53 1.06 -0.22
C -0.50 -3.99 -1.28 -0.09
C 0.72 -3.35 -3.34 -0.10
H 0.90 2.57 0.88 0.08
C 1.32 -5.47 -2.23 -0.11
C -1.51 3.70 -1.43 -0.23
H 1.25 -6.13 -1.37 0.05
H 0.74 -3.84 1.41 0.08
H 2.56 0.55 1.76 0.08
Cl -0.68 0.30 -2.30 -0.02
H -1.54 -0.95 1.95 0.08
H 1.01 -5.47 0.67 0.06
C 2.70 -4.06 0.48 -0.59
P 2.09 -3.02 -0.96 0.88
H 3.96 -0.82 -3.28 0.07
C 0.88 -4.02 -1.97 -0.62
H 5.20 -2.77 -0.64 0.05
H -0.08 -3.88 -3.87 0.08
Cr 0.51 0.00 -0.37 0.22
H 3.43 -3.63 2.48 0.07
H 1.61 -3.50 -3.95 0.05
H 2.52 -1.67 -3.80 0.06
H 5.00 -3.15 -3.32 0.07
H 5.40 -1.49 -1.74 0.08
H -1.15 4.92 0.41 0.04
C -0.70 -0.33 1.65 -0.20
C -0.61 3.26 -2.45 -0.30
C 0.65 -0.60 2.02 -0.21
H -1.23 -4.43 -1.98 0.08
H 1.59 3.54 -2.70 0.05
H 4.30 -1.22 -0.32 0.09
H 4.51 -3.08 1.26 0.06
H -0.90 2.73 -3.36 0.02
H 3.25 -5.98 -0.60 0.06
H 3.93 -5.77 1.00 0.07
H 1.81 -5.07 2.18 0.08
C -0.73 0.98 1.06 -0.25
H 0.60 -5.89 -2.94 0.07
C 1.48 -4.64 1.22 -0.11
C 3.51 -2.46 -1.99 -0.62
H 2.33 -5.56 -2.65 0.06
H 4.64 -4.88 -0.29 0.05
C 3.05 -1.31 -2.91 -0.09
C 3.66 -5.22 0.08 -0.10
H 2.48 -0.54 -2.37 0.06
C 4.64 -1.95 -1.08 -0.10
C 3.44 -3.14 1.49 -0.10
H 1.44 4.88 -0.35 0.04
C 1.47 0.52 1.63 -0.22
H 4.48 -4.43 -2.27 0.05